Arrangement A

C5H9N2 | ωB97M-V/def2-TZVPD

Calculated values
Net charge: +1
HOMO-LUMO gap (eV): 10.77

Geometry (Å):
C: 0.010 2.215 -0.562
C: 0.712 1.197 0.318
C: 0.381 -0.226 0.017
C: 0.926 -1.369 0.515
N: 0.002 -2.368 0.375
C: -1.099 -1.884 -0.182
N: -0.895 -0.584 -0.368
H: 0.292 2.010 -1.602
H: 0.307 3.231 -0.329
H: -1.082 2.228 -0.558
H: 0.418 1.401 1.337
H: 1.781 1.346 0.261
H: 1.842 -1.530 1.041
H: 0.057 -3.325 0.691
H: -2.077 -2.336 -0.114
H: -1.576 -0.007 -0.842


Arrangement B

C5H9N2 | ωB97M-V/def2-TZVPD

Calculated values
Net charge: +1
HOMO-LUMO gap (alpha / beta) (eV): 7.37 / 7.37

Geometry (Å):
C: -0.609 -1.743 -1.414
C: -0.349 1.428 0.327
C: -0.081 0.188 0.346
C: 0.137 2.467 1.457
C: 0.686 -0.931 0.809
N: -0.557 -1.456 -3.825
N: -0.683 -1.782 -2.753
H: 0.195 -2.373 -1.189
H: -1.448 -2.154 -0.947
H: -0.688 2.025 -0.466
H: -0.466 3.332 1.414
H: 1.203 2.727 1.290
H: -0.068 1.995 2.351
H: 1.541 -0.740 1.495
H: 1.184 -1.364 -0.114
H: 0.002 -1.619 1.219


Arrangement C

C5H9N2 | ωB97M-V/def2-TZVPD

Calculated values
Net charge: +1
HOMO-LUMO gap (alpha / beta) (eV): 7.91 / 8.07

Geometry (Å):
C: 0.048 1.807 -0.079
C: -1.119 1.250 0.072
C: -2.357 -0.749 -0.116
C: 0.050 -0.879 -0.067
C: 2.357 -0.142 0.070
N: 1.110 -0.103 -0.596
N: -1.227 -0.150 -0.044
H: 0.605 2.708 -0.137
H: -2.052 1.764 0.275
H: -2.411 -1.820 -0.239
H: -3.284 -0.196 -0.048
H: -0.086 -1.766 -0.700
H: 0.232 -1.212 0.975
H: 2.938 0.734 -0.209
H: 2.295 -0.233 1.161
H: 2.901 -1.013 -0.317


Arrangement D

C5H9N2 | ωB97M-V/def2-TZVPD

Calculated values
Net charge: +1
HOMO-LUMO gap (eV): 10.01

Geometry (Å):
C: -1.965 0.021 0.054
C: 1.630 0.207 -0.738
C: -0.823 -0.575 0.787
C: -0.738 -0.469 -0.695
C: 0.309 0.283 1.061
N: 1.645 -0.027 0.739
N: 0.222 0.669 -0.667
H: -2.820 -0.636 0.195
H: -2.125 1.103 -0.073
H: 2.287 0.982 -1.180
H: 1.767 -0.782 -1.247
H: -1.049 -1.328 1.550
H: -0.655 -1.226 -1.477
H: 0.200 1.055 1.852
H: 2.086 -0.936 0.987
H: 0.030 1.658 -1.148


Which structure loses on stability? arrangement B does.


Arrangement A

C5H9N2 | ωB97M-V/def2-TZVPD

Calculated values
Net charge: +1
HOMO-LUMO gap (eV): 9.11

Geometry (Å):
C: 2.533 0.078 0.655
C: 0.274 1.422 -0.762
C: 1.251 -0.195 0.784
C: 0.140 0.327 0.014
C: -1.130 -0.402 -0.109
N: -1.965 -0.483 0.924
N: -1.377 -0.877 -1.303
H: 3.239 -0.429 1.218
H: 2.970 0.685 -0.142
H: -0.663 1.595 -1.196
H: 1.060 2.140 -0.816
H: 0.992 -0.980 1.525
H: -1.548 -0.088 1.782
H: -2.633 -1.183 1.207
H: -0.929 -0.431 -2.119
H: -2.214 -1.178 -1.660


Arrangement B

C5H9N2 | ωB97M-V/def2-TZVPD

Calculated values
Net charge: +1
HOMO-LUMO gap (eV): 10.72

Geometry (Å):
C: 0.165 -1.156 -0.944
C: 1.223 -1.013 -0.172
C: -1.278 -0.115 0.601
C: -0.659 0.063 -0.782
C: 1.042 0.105 0.724
N: -0.045 0.008 1.520
N: 0.377 1.187 -0.620
H: 0.055 -1.963 -1.711
H: 2.158 -1.548 -0.307
H: -2.156 0.517 0.925
H: -1.745 -1.066 0.680
H: -1.365 0.247 -1.545
H: 1.861 0.629 1.144
H: -0.396 0.703 2.193
H: 0.774 1.406 -1.569
H: -0.009 1.997 -0.138


Which structure loses on stability? arrangement B does.


Arrangement A

C5H9N2 | ωB97M-V/def2-TZVPD

Calculated values
Net charge: +1
HOMO-LUMO gap (alpha / beta) (eV): 7.43 / 7.21

Geometry (Å):
C: -1.519 -0.189 -0.043
C: -2.768 -0.749 0.091
C: 0.317 1.248 -0.316
C: 0.664 -0.216 -0.624
C: 1.793 -0.982 0.314
N: -0.486 -0.912 -0.455
N: -1.122 1.095 0.047
H: -3.591 -0.246 0.568
H: -2.939 -1.662 -0.314
H: 0.903 1.723 0.467
H: 0.326 1.972 -1.115
H: 1.051 -0.248 -1.615
H: 1.599 -2.084 0.166
H: 1.647 -0.785 1.365
H: 2.894 -0.706 -0.073
H: -1.755 1.954 0.054


Arrangement B

C5H9N2 | ωB97M-V/def2-TZVPD

Calculated values
Net charge: +1
HOMO-LUMO gap (eV): 9.25

Geometry (Å):
C: -1.599 0.038 -0.018
C: 0.192 0.549 0.131
C: -2.972 -0.272 0.084
C: 2.492 -0.174 -0.337
C: 1.587 0.661 0.493
N: -0.880 1.135 0.491
N: -0.508 -0.565 -0.637
H: -3.330 0.466 0.869
H: -2.894 -1.344 0.225
H: -3.464 0.061 -0.860
H: 2.010 -1.208 -0.524
H: 3.425 -0.251 0.142
H: 2.746 0.214 -1.268
H: 1.853 1.720 0.601
H: 1.487 0.417 1.639
H: -0.147 -1.449 -1.032


Which structure loses on stability? arrangement A does.